Entry from the Open Molecules 2025 dataset: H6O3 as an isolated structure at a distorted geometry (ωB97M-V with the def2-TZVPD basis set).

Orbital gap, eV: 10.1
LUMO, eV: 0.3
ΔE to the lowest compared entry with this formula, charge and spin, kcal/mol: 37.4
Charge: 0

CARTESIAN COORDINATES (ANGSTROEM)
O -21.13 -12.27 -5.23
H -20.71 -12.96 -4.71
H -20.51 -11.54 -5.18
O -23.24 -11.75 -5.42
H -22.35 -12.07 -5.24
H -23.41 -11.12 -4.72
O -19.50 -10.32 -5.06
H -19.88 -9.71 -5.69
H -19.17 -11.04 -5.60

Results of the Mulliken charge analysis, in e, for atoms 1 through 4: number 1, O, carries -0.620; number 2, H, carries 0.322; number 3, H, carries 0.347; number 4, O, carries -0.741



Entry from the Open Molecules 2025 dataset: a 3-piece molecular cluster, H6O3 overall (ωB97M-V with the def2-TZVPD basis set).

Orbital gap, eV: 10.9
LUMO, eV: 0.5
ΔE to the lowest compared entry with this formula, charge and spin, kcal/mol: 7.3
Charge: 0
SMILES: O.O.O

CARTESIAN COORDINATES (ANGSTROEM)
O 0.04 -0.13 -0.69
H -0.36 0.46 -0.03
H -0.14 0.29 -1.54
O -1.99 0.85 1.10
H -2.04 0.05 1.64
H -2.72 0.78 0.48
O 2.67 -0.92 -0.57
H 1.73 -0.65 -0.74
H 2.81 -0.72 0.36

Results of the Mulliken charge analysis, in e, for atoms 1 through 4: number 1, O, carries -0.711; number 2, H, carries 0.348; number 3, H, carries 0.325; number 4, O, carries -0.691



Entry from the Open Molecules 2025 dataset: a 3-piece molecular cluster, H6O3 overall (ωB97M-V with the def2-TZVPD basis set).

Orbital gap, eV: 12.0
LUMO, eV: 0.6
ΔE to the lowest compared entry with this formula, charge and spin, kcal/mol: 14.2
Charge: 0
SMILES: O.O.O

CARTESIAN COORDINATES (ANGSTROEM)
O -2.16 -3.06 -0.09
H -2.16 -2.15 -0.38
H -3.09 -3.28 -0.02
O 3.42 0.86 0.86
H 3.03 0.15 0.36
H 3.86 1.41 0.20
O -1.07 1.65 -0.27
H -1.64 2.42 -0.33
H -0.19 2.01 -0.33

Results of the Mulliken charge analysis, in e, for atoms 1 through 4: number 1, O, carries -0.640; number 2, H, carries 0.320; number 3, H, carries 0.318; number 4, O, carries -0.640



Entry from the Open Molecules 2025 dataset: a 3-piece molecular cluster, H6O3 overall at a distorted geometry (ωB97M-V with the def2-TZVPD basis set).

Orbital gap, eV: 11.4
LUMO, eV: 0.7
ΔE to the lowest compared entry with this formula, charge and spin, kcal/mol: 15.0
Charge: 0
SMILES: O.O.O

CARTESIAN COORDINATES (ANGSTROEM)
O -1.16 -1.04 0.13
H -1.08 -0.11 -0.16
H -1.98 -1.13 0.59
O 1.37 -0.31 1.48
H 1.52 0.52 1.01
H 0.86 -0.07 2.25
O -0.10 0.85 -1.51
H -0.04 -0.02 -1.89
H 0.61 1.30 -1.91

Results of the Mulliken charge analysis, in e, for atoms 1 through 4: number 1, O, carries -0.629; number 2, H, carries 0.365; number 3, H, carries 0.297; number 4, O, carries -0.613



Entry from the Open Molecules 2025 dataset: a 3-piece molecular cluster, H6O3 overall (ωB97M-V with the def2-TZVPD basis set).

Orbital gap, eV: 11.3
LUMO, eV: 0.6
ΔE to the lowest compared entry with this formula, charge and spin, kcal/mol: 6.1
Charge: 0
SMILES: O.O.O

CARTESIAN COORDINATES (ANGSTROEM)
O -22.60 -18.84 -4.24
H -23.27 -19.40 -3.85
H -22.89 -17.93 -4.06
O -19.86 -19.12 -3.67
H -20.82 -18.96 -3.73
H -19.54 -19.12 -4.57
O -19.11 -17.84 -1.25
H -18.64 -18.13 -0.46
H -19.03 -18.58 -1.88

Results of the Mulliken charge analysis, in e, for atoms 1 through 4: number 1, O, carries -0.707; number 2, H, carries 0.328; number 3, H, carries 0.336; number 4, O, carries -0.662



Entry from the Open Molecules 2025 dataset: a 3-piece molecular cluster, H6O3 overall (ωB97M-V with the def2-TZVPD basis set).

Orbital gap, eV: 12.2
LUMO, eV: 0.6
ΔE to the lowest compared entry with this formula, charge and spin, kcal/mol: 14.9
Charge: 0
SMILES: O.O.O

CARTESIAN COORDINATES (ANGSTROEM)
O -0.99 -0.22 -1.53
H -1.45 -1.04 -1.70
H -0.81 -0.24 -0.58
O -2.92 -0.57 0.71
H -3.65 -0.69 0.09
H -2.40 0.13 0.31
O 3.94 0.77 0.96
H 4.79 0.94 0.53
H 3.29 0.99 0.28

Results of the Mulliken charge analysis, in e, for atoms 1 through 4: number 1, O, carries -0.657; number 2, H, carries 0.340; number 3, H, carries 0.308; number 4, O, carries -0.642



Entry from the Open Molecules 2025 dataset: a 3-piece molecular cluster, H6O3 overall (ωB97M-V with the def2-TZVPD basis set).

Orbital gap, eV: 11.1
LUMO, eV: 0.4
ΔE to the lowest compared entry with this formula, charge and spin, kcal/mol: 6.8
Charge: 0
SMILES: O.O.O

CARTESIAN COORDINATES (ANGSTROEM)
O 5.59 -1.41 -4.12
H 5.73 -1.41 -3.17
H 5.68 -2.35 -4.37
O 3.30 -6.06 -4.28
H 3.63 -6.56 -5.04
H 2.35 -6.23 -4.26
O 5.68 -4.34 -4.50
H 4.74 -4.60 -4.43
H 6.17 -5.16 -4.47

Results of the Mulliken charge analysis, in e, for atoms 1 through 4: number 1, O, carries -0.656; number 2, H, carries 0.310; number 3, H, carries 0.363; number 4, O, carries -0.673



Entry from the Open Molecules 2025 dataset: a 3-piece molecular cluster, H6O3 overall (ωB97M-V with the def2-TZVPD basis set).

Orbital gap, eV: 11.1
LUMO, eV: 0.3
ΔE to the lowest compared entry with this formula, charge and spin, kcal/mol: 11.4
Charge: 0
SMILES: O.O.O

CARTESIAN COORDINATES (ANGSTROEM)
O -1.21 -0.09 2.66
H -2.06 -0.45 2.39
H -0.59 -0.39 1.98
O 0.44 1.46 -2.42
H 1.29 1.03 -2.27
H 0.64 2.41 -2.43
O 0.37 -1.27 0.39
H 0.95 -0.69 -0.12
H 0.18 -2.01 -0.19

Results of the Mulliken charge analysis, in e, for atoms 1 through 4: number 1, O, carries -0.645; number 2, H, carries 0.302; number 3, H, carries 0.369; number 4, O, carries -0.630



Entry from the Open Molecules 2025 dataset: a 2-piece molecular cluster, H6O3PSi overall at a distorted geometry (ωB97M-V with the def2-TZVPD basis set).

Orbital gap, eV: 3.6
LUMO, eV: -7.9
ΔE to the lowest compared entry with this formula, charge and spin, kcal/mol: 74.3
Charge: +1

CARTESIAN COORDINATES (ANGSTROEM)
O -2.09 0.34 1.70
O -1.64 -1.53 0.01
O -1.29 0.74 -0.70
Si 3.56 0.30 -0.43
P -2.41 -0.11 0.14
H -2.85 0.87 2.11
H -2.18 -2.31 0.34
H -1.58 1.10 -1.51
H 4.78 -0.59 -0.53
H 3.08 0.66 -1.78
H 2.62 0.53 0.64

Results of the Mulliken charge analysis, in e, for atoms 1 through 4: number 1, O, carries -0.454; number 2, O, carries -0.442; number 3, O, carries -0.455; number 4, Si, carries 0.690



Entry from the Open Molecules 2025 dataset: a 2-piece molecular cluster, H7N2 overall (ωB97M-V with the def2-TZVPD basis set).

Orbital gap, eV: 11.8
LUMO, eV: -3.9
ΔE to the lowest compared entry with this formula, charge and spin, kcal/mol: 2.9
Charge: +1

CARTESIAN COORDINATES (ANGSTROEM)
N 0.62 -1.28 -0.05
H 1.05 -1.38 -0.96
H -0.36 0.26 0.27
H -0.19 -1.89 -0.01
H 1.27 -1.64 0.64
N -0.62 1.26 0.07
H 0.26 1.79 0.05
H -1.23 1.67 0.78
H -1.05 1.30 -0.85

Results of the Mulliken charge analysis, in e, for atoms 1 through 4: number 1, N, carries -0.899; number 2, H, carries 0.277; number 3, H, carries 0.406; number 4, H, carries 0.292